(1)
Computed, not measured: C33H24Cl2FeN5O2 as an isolated structure in a non-equilibrium geometry, with ωB97M-V/def2-TZVPD.

Calculated total energy ... -105590.0591 eV
Gap between HOMO and LUMO (spin up / spin down) ... 7.27 / 7.21 eV

```
! RIJCOSX wB97M-V def2-TZVPD def2/J DEFGRID3
* xyz 0 6
Fe 0.0771 -0.0809 0.0202
O -3.8720 -1.0025 1.1906
C -2.6678 -0.9578 0.9348
N -1.9574 0.0376 0.4201
C -2.6408 1.2932 0.2534
C -1.7260 2.3924 0.7237
C -2.1938 3.6474 1.1007
C -1.2986 4.5914 1.5641
C 0.0497 4.2643 1.6432
C 0.4366 3.0024 1.2389
N -0.4259 2.0893 0.7839
C -1.8043 -2.1425 1.2935
C -2.3623 -3.3804 1.5721
C -1.5236 -4.4161 1.9359
C -0.1591 -4.1746 2.0419
C 0.3089 -2.9086 1.7508
N -0.4942 -1.9110 1.3708
H -2.8847 1.4770 -0.7931
H -3.5875 1.3163 0.8004
H -3.2523 3.8618 1.0362
H -1.6453 5.5694 1.8720
H 0.7815 4.9667 2.0156
H 1.4776 2.7017 1.2688
H -3.4352 -3.4854 1.4990
H -1.9233 -5.4010 2.1401
H 0.5307 -4.9510 2.3415
H 1.3660 -2.6772 1.8157
Cl 4.4595 -0.1952 -2.4504
C 4.2595 -0.1348 -0.7324
C 5.4016 -0.1501 0.0878
C 5.2985 -0.0903 1.4461
Cl 6.7372 -0.0959 2.4268
C 4.0259 -0.0162 2.0594
C 3.7895 0.0672 3.4483
C 2.5059 0.1400 3.9168
C 1.4419 0.1163 3.0006
N 1.6358 0.0368 1.7066
C 2.8956 -0.0179 1.2180
C 2.9755 -0.0647 -0.2160
O 1.8899 -0.0256 -0.9287
H 6.3764 -0.2060 -0.3765
H 4.6307 0.0755 4.1281
H 2.2981 0.2115 4.9749
H 0.4108 0.1492 3.3346
N -0.1579 1.2711 -1.8440
C -1.2957 1.2872 -2.6791
C -1.9254 2.4889 -2.9856
C -3.0993 2.5008 -3.7202
C -3.6470 1.3039 -4.1597
C -3.0043 0.1106 -3.8668
C -1.8227 0.0757 -3.1320
C -1.1197 -1.2072 -2.8670
C -1.1365 -2.1968 -3.8582
C -0.5106 -3.4163 -3.6751
C 0.1630 -3.6736 -2.4914
C 0.2011 -2.6985 -1.5000
C -0.4408 -1.4818 -1.6824
H 0.2290 2.1945 -1.6931
H 0.5772 0.6463 -2.1543
H -1.4940 3.4174 -2.6259
H -3.5878 3.4411 -3.9398
H -4.5652 1.2979 -4.7308
H -3.4376 -0.8238 -4.2012
H -1.6340 -1.9914 -4.8002
H -0.5334 -4.1568 -4.4643
H 0.6717 -4.6193 -2.3451
H 0.7519 -2.9104 -0.5953
*
```

Here are the natural (NBO) charges for atoms 1 to 2, given in e: 1.65, -0.66


(2)
Computed, not measured: C18H23N3O3 as an isolated structure in a non-equilibrium geometry, with ωB97M-V/def2-TZVPD.

Calculated total energy ... -29633.9754 eV
Gap between HOMO and LUMO ... 8.55 eV
Relative energy (zero: lowest compared OMol25 entry of this formula, charge and spin) ... 21.049 eV

```
! RIJCOSX wB97M-V def2-TZVPD def2/J DEFGRID3
* xyz 0 1
C 4.7759 -4.0682 -4.2026
O 4.1955 -2.6440 -4.1784
C 3.0916 -2.3775 -3.3634
C 2.6936 -3.3143 -2.4813
C 1.8119 -2.8045 -1.6716
C 1.2561 -1.7343 -1.6614
C 1.8649 -0.9240 -2.4884
C 2.7582 -1.0825 -3.5273
H 3.2057 -0.4205 -4.2254
H 1.3908 0.2822 -2.5962
N 0.0282 -1.4341 -0.9248
H -0.3087 -2.1298 -0.5567
C -0.5259 -0.0247 -0.9564
C -0.1078 1.0479 -0.3859
N -0.5015 1.4592 0.8725
C -1.0945 2.4130 1.2346
O -1.0735 3.4657 0.5043
C -1.6977 2.6312 2.5845
C -1.2992 2.8917 3.7389
O -2.1427 2.9189 4.7168
N -3.2837 3.1411 4.0049
C -3.1725 2.6964 2.7798
C -4.3475 2.8370 1.7997
H -3.9957 3.3418 1.0101
H -5.2660 3.4538 2.0593
H -4.5080 1.9503 1.5070
C 0.4068 2.7903 4.2857
H 0.3904 3.6626 4.6180
H 0.9571 2.4612 3.3581
H 0.4051 1.8886 4.9789
C -0.8120 0.1808 1.6568
H 0.2524 -0.3318 1.5649
C -1.9595 -0.6478 1.1891
C -1.9215 -0.3493 -0.2977
H -2.4914 -1.2230 -0.7957
H -2.8285 0.4555 -0.5512
H -2.8319 -0.1831 1.5845
H -1.8017 -1.9149 1.5371
H -0.9074 0.3790 2.7586
H 1.0086 0.7643 -0.3968
H -0.2199 1.9088 -0.8024
H -0.8386 -0.2831 -2.0471
H 1.3214 -3.7750 -1.0237
H 3.1887 -4.4041 -2.4109
H 5.6110 -4.0331 -5.1791
H 5.2184 -4.1778 -3.1916
H 4.1049 -4.7399 -4.4286
*
```

Here are the natural (NBO) charges for atoms 1 to 2, given in e: -0.24, -0.54


(3)
Computed, not measured: C24H32ClN2O4P2Tl as an isolated structure in a non-equilibrium geometry, with ωB97M-V/def2-TZVPD.

Calculated total energy ... -72353.7495 eV
Gap between HOMO and LUMO ... 3.59 eV
Relative energy (zero: lowest compared OMol25 entry of this formula, charge and spin) ... 0.991 eV

```
! RIJCOSX wB97M-V def2-TZVPD def2/J DEFGRID3
* xyz 2 1
C 0.2044 0.5526 -5.8160
C 0.9675 0.7351 -4.6309
H 0.8831 0.3361 -6.6718
H -0.4140 1.4757 -5.9788
H -0.5440 -0.2773 -5.6568
O 2.0536 0.8754 -4.1765
Cl -2.2862 0.5310 -4.1600
Tl -0.5440 0.3839 -1.8941
P -0.2084 3.0519 -2.5002
C 1.2781 3.8605 -1.8732
C -0.5389 3.8564 -4.0816
H -0.7348 4.9283 -3.9127
H -1.7414 4.7500 -1.7168
H -1.4133 3.3797 -4.5506
H -2.4057 3.1063 -1.5225
H 2.1631 3.4779 -2.4033
H 0.3206 3.7462 -4.7589
C -1.5030 3.7226 -1.4152
H 1.2119 4.9490 -2.0408
H -1.1775 3.6990 -0.3672
H 1.3858 3.6571 -0.7907
P -0.0181 -2.1709 -2.6273
C 1.4393 -2.9386 -1.8984
C -1.3813 -2.8957 -1.6775
H -1.0960 -2.5391 -4.7542
H -0.2165 -4.0042 -4.1580
H 0.6851 -2.6278 -4.8948
C -0.1773 -2.9064 -4.2682
H -2.2956 -2.3113 -1.8561
H -1.5421 -3.9254 -2.0212
H 1.4360 -4.0111 -2.1456
H 1.4265 -2.8110 -0.8056
H -1.1441 -2.8717 -0.6029
H 2.3514 -2.4828 -2.3085
C 2.0928 0.3556 -0.8779
O 3.0934 0.3447 -0.3171
O 0.6365 2.6671 0.9300
C 0.3706 1.5221 1.3089
N -0.0258 1.1665 2.5752
C -0.0239 -0.2599 2.7526
C 0.1739 -0.6993 1.3116
O 0.1146 -1.8605 0.8813
N 0.4217 0.3782 0.5523
C 1.2025 -0.6192 3.6251
C 2.2313 -1.4260 3.1550
C 3.4059 -1.5961 3.9018
C 3.5099 -1.0021 5.1716
C 2.4302 -0.2601 5.6825
C 1.2789 -0.0892 4.9145
C -1.3671 -0.7212 3.3027
C -1.4847 -1.5801 4.3942
C -2.7405 -1.8971 4.9152
C -3.8920 -1.3821 4.3150
C -3.7801 -0.5561 3.1854
C -2.5127 -0.2329 2.6933
H 0.0818 1.8754 3.2970
H 2.1113 -1.8956 2.1834
H 4.2389 -2.1791 3.4979
H 4.4268 -1.1224 5.7683
H 2.4827 0.2035 6.6715
H 0.4508 0.4846 5.3174
H -0.5787 -1.9952 4.8205
H -2.8102 -2.5519 5.7851
H -4.8810 -1.6193 4.7184
H -4.6641 -0.1627 2.6856
H -2.4179 0.4088 1.8186
*
```

Here are the Löwdin charges for atoms 1 to 2, given in e: -0.04, -0.11


(4)
Computed, not measured: B3CsF12 as an isolated structure in a non-equilibrium geometry, with ωB97M-V/def2-TZVPD.

Calculated total energy ... -35210.4410 eV
Gap between HOMO and LUMO ... 9.83 eV
Relative energy (zero: lowest compared OMol25 entry of this formula, charge and spin) ... 0.858 eV

```
! RIJCOSX wB97M-V def2-TZVPD def2/J DEFGRID3
* xyz -2 1
Cs -8.5200 -18.9173 5.0123
B -7.8205 -19.0074 1.6869
F -7.2259 -18.1162 2.5162
F -7.7716 -18.6175 0.3470
F -7.1862 -20.2229 1.7527
F -9.0967 -19.2276 2.1234
B -7.3625 -15.8619 5.6817
F -6.3595 -16.4704 5.0130
F -8.4094 -15.8410 4.8567
F -7.6724 -16.7173 6.7251
F -6.9671 -14.6630 6.1644
B -6.7766 -21.7847 6.1649
F -5.6106 -21.0797 6.0063
F -7.3484 -21.9830 4.9077
F -6.5780 -22.9502 6.8718
F -7.5145 -20.9000 6.9274
*
```

Here are the Löwdin charges for atoms 1 to 2, given in e: 1.43, -1.49


(5)
Computed, not measured: a 2-piece molecular cluster, C10H9O2 overall in a non-equilibrium geometry, with ωB97M-V/def2-TZVPD.

Calculated total energy ... -14597.9138 eV
Gap between HOMO and LUMO ... 5.02 eV
Relative energy (zero: lowest compared OMol25 entry of this formula, charge and spin) ... 3.969 eV

```
! RIJCOSX wB97M-V def2-TZVPD def2/J DEFGRID3
* xyz 1 1
C 0.4787 -1.1628 2.2501
C -0.1857 -1.1758 1.0281
C 1.0090 -0.0283 2.7520
C -0.3789 -0.0782 0.3034
C 1.0296 1.1178 1.9493
C 0.2364 1.0960 0.7758
C 1.4314 2.4618 2.0695
C 0.9045 3.1806 1.0287
C -1.9276 -0.5656 -2.1865
C -1.3036 -2.0426 -4.1370
O 0.1792 2.3642 0.2427
O -1.6256 -1.2638 -3.0706
H 0.5008 -2.1113 2.7677
H -0.7504 -2.0131 0.7503
H 1.5395 -0.0033 3.6438
H -0.9707 0.0034 -0.6182
H 2.1157 2.9820 2.7946
H 1.1177 4.3113 0.7473
H -1.7680 -3.0669 -4.1177
H -0.2907 -2.3816 -3.8240
H -1.3414 -1.6239 -5.1494
*
```

Here are the natural (NBO) charges for atoms 1 to 2, given in e: -0.22, -0.23


(6)
Computed, not measured: C48H72F12FeO36P2 as an isolated structure in a non-equilibrium geometry, with ωB97M-V/def2-TZVPD.

Calculated total energy ... -210241.7843 eV
Gap between HOMO and LUMO (spin up / spin down) ... 9.61 / 9.50 eV

```
! RIJCOSX wB97M-V def2-TZVPD def2/J DEFGRID3
* xyz 0 5
Fe -1.3416 -0.9098 0.0054
P 1.1563 0.4584 1.1459
F 1.6722 1.9483 1.3731
F -0.2553 1.0035 0.5077
F 1.6578 0.4687 -0.4106
F 0.5789 -1.0121 0.8317
F 2.6860 -0.0775 1.4857
F 0.5446 0.2160 2.6459
P -2.3717 -2.5620 2.2625
F -3.0651 -4.0249 2.4271
F -2.1159 -2.7209 0.6979
F -3.7897 -1.8252 1.8274
F -1.6707 -1.1120 2.0214
F -2.6491 -2.2443 3.8487
F -0.8501 -3.2868 2.3801
C -1.3220 3.6492 2.5898
C -0.6772 4.4253 3.6950
C -0.4840 3.5935 4.9561
O 0.8857 3.9163 5.3316
C 1.4735 4.4352 4.2933
O 2.6686 4.6936 4.2567
O 0.6556 4.5932 3.2577
H -0.8287 2.6795 2.5238
H -1.1395 4.1643 1.6467
H -2.3977 3.5482 2.7335
H -1.2848 5.3072 3.8983
H -0.6539 2.5265 4.8118
H -1.1675 3.8525 5.7647
C 1.9459 -5.7755 -3.2895
C 2.2890 -4.4422 -2.5977
C 2.3140 -3.1697 -3.4660
O 1.2678 -2.3883 -2.9714
C 0.7242 -2.9650 -1.9067
O -0.2813 -2.4894 -1.3385
O 1.2366 -4.1673 -1.6763
H 0.9378 -5.8382 -3.6994
H 2.0830 -6.6333 -2.6311
H 2.6370 -5.8095 -4.1317
H 3.2414 -4.5122 -2.0722
H 2.0312 -3.4580 -4.4785
H 3.3284 -2.7721 -3.4371
C 4.5083 1.1322 4.5887
C 5.8373 0.9834 3.7696
C 5.6405 1.1742 2.2915
O 6.7136 1.9988 1.9574
C 7.2614 2.5975 3.0208
O 8.0870 3.5018 3.0302
O 6.7057 2.0923 4.1069
H 4.8078 1.2382 5.6313
H 3.9319 0.2096 4.5197
H 3.8781 1.9680 4.2847
H 6.3193 0.0355 4.0089
H 4.6359 1.4984 2.0197
H 5.8419 0.2795 1.7024
C 0.5950 5.3456 -1.2041
C 1.2903 4.9278 0.0483
C 2.8071 4.5623 -0.1283
O 3.5161 5.4987 0.6542
C 2.7062 6.4019 1.1058
O 3.0312 7.3511 1.8452
O 1.4478 6.0919 0.8517
H 1.2007 6.0263 -1.8024
H -0.3519 5.8140 -0.9361
H 0.3972 4.5218 -1.8900
H 0.7686 4.1441 0.5976
H 3.1483 4.5887 -1.1632
H 2.9742 3.5559 0.2555
C -0.0511 -7.1755 -0.4994
C -1.5642 -6.9976 -0.8864
C -2.1292 -5.7199 -0.3598
O -2.7803 -5.1989 -1.4553
C -2.3239 -5.7434 -2.5500
O -2.6050 -5.4327 -3.6782
O -1.6556 -6.8173 -2.2449
H 0.2370 -8.1923 -0.7664
H 0.0303 -7.1566 0.5874
H 0.5689 -6.3762 -0.9053
H -2.1432 -7.8823 -0.6217
H -1.3090 -5.0763 -0.0416
H -2.7610 -5.8885 0.5123
C -0.2592 -0.2072 5.5792
C -0.5822 -1.6300 6.0091
C 0.1366 -2.7241 5.1884
O 0.7746 -3.5552 6.1894
C 0.7575 -2.9277 7.3542
O 1.2717 -3.3024 8.4615
O 0.0466 -1.8354 7.2512
H -0.6161 0.0816 4.5907
H 0.8264 -0.1112 5.6013
H -0.6849 0.5894 6.1894
H -1.6609 -1.7160 5.8778
H 0.9325 -2.2096 4.6499
H -0.6114 -3.2598 4.6039
C -3.0069 4.7477 -2.1493
C -4.3301 5.5339 -2.0157
C -4.8770 5.9259 -3.3821
O -6.0741 5.1785 -3.4047
C -6.2460 4.3700 -2.4153
O -7.2419 3.7133 -2.1704
O -5.2838 4.6219 -1.5452
H -2.1651 5.4365 -2.2203
H -2.9877 4.0746 -3.0063
H -2.8567 4.0734 -1.3062
H -4.2592 6.4275 -1.3955
H -4.2492 5.6221 -4.2197
H -5.0280 6.9892 -3.5686
C -6.8777 -2.3449 -3.3560
C -5.5305 -3.0003 -3.2076
C -4.4812 -2.6650 -4.2189
O -3.3242 -2.3510 -3.4738
C -3.7388 -2.0455 -2.2490
O -3.0969 -1.4966 -1.3172
O -4.9706 -2.4022 -2.0693
H -6.7519 -1.2976 -3.6304
H -7.4842 -2.3497 -2.4503
H -7.4880 -2.8027 -4.1346
H -5.6200 -4.0758 -3.0549
H -4.9363 -1.9929 -4.9464
H -4.3409 -3.5523 -4.8363
C 5.9305 0.3453 -1.3353
C 5.1347 0.2175 -2.5828
C 4.0446 1.2836 -2.6766
O 4.2791 1.8800 -3.9318
C 5.4938 1.6283 -4.4006
O 5.9675 2.0388 -5.4899
O 6.0332 0.6373 -3.6268
H 5.9922 1.3626 -0.9489
H 6.9597 -0.0003 -1.4328
H 5.4812 -0.3573 -0.6334
H 4.7471 -0.7987 -2.6550
H 4.1159 1.9750 -1.8369
H 3.0073 0.9490 -2.6740
C -7.3665 0.1555 -0.1596
C -6.2245 1.1195 -0.3486
C -6.0365 2.1278 0.7523
O -4.6224 2.1123 0.9393
C -4.0744 1.0946 0.3140
O -2.9103 0.6910 0.3585
O -5.0141 0.3998 -0.3111
H -7.4337 -0.5627 -0.9768
H -8.3498 0.6257 -0.1463
H -7.3390 -0.3762 0.7915
H -6.4191 1.7230 -1.2352
H -6.6678 1.9670 1.6263
H -6.3266 3.1013 0.3569
C 4.6017 -2.7828 3.3471
C 4.3835 -3.7152 2.1333
C 2.9730 -3.8033 1.6675
O 3.0859 -3.5130 0.2214
C 4.3186 -3.0500 -0.0036
O 4.7198 -2.6626 -1.1255
O 5.0075 -3.0139 1.0915
H 5.6783 -2.6720 3.4765
H 4.1352 -3.2847 4.1948
H 4.2993 -1.7475 3.1897
H 4.8156 -4.7062 2.2717
H 2.3146 -3.0914 2.1653
H 2.6419 -4.8311 1.8159
C -1.0850 1.9932 -5.8757
C -0.0923 1.2502 -5.0129
C 0.7622 2.1453 -4.1131
O 0.5946 1.5907 -2.8354
C -0.4412 0.7099 -2.8594
O -0.8606 0.1177 -1.9045
O -0.8711 0.5414 -4.1533
H -1.8385 2.5694 -5.3388
H -1.5774 1.2142 -6.4579
H -0.6839 2.7442 -6.5563
H 0.5413 0.6184 -5.6353
H 0.3980 3.1690 -4.1993
H 1.8099 2.1743 -4.4126
*
```

Here are the Löwdin charges for atoms 1 to 2, given in e: 0.93, 0.27